Here is 2 unconnected molecules or ions with the total composition C20H23BBr2N2O8 from the Open Molecules 2025 dataset. Energies are from ωB97M-V with the def2-TZVPD basis set.

```
56
Properties=species:S:1:pos:R:3:mulliken_charge:R:1
C 4.70073 -4.85436 -1.32124 -0.93
C 4.75463 -3.83185 -0.05070 -0.19
O 3.39075 -3.76649 0.47138 -0.30
C 3.10067 -2.44084 0.91903 0.26
O 2.96800 -2.19404 2.15757 -0.57
C 2.86547 -1.18159 -0.08549 -0.16
C 2.48549 -1.67031 -1.56999 0.07
C 2.42669 -0.49692 -2.67659 -1.01
C 2.32221 0.90537 -1.91612 0.46
C 3.58640 1.79109 -1.85854 -0.49
C 3.51752 3.14729 -1.08007 -0.47
C 2.15870 3.54181 -0.39414 0.34
O 2.19864 4.79134 0.34121 -0.57
B 3.02273 4.44264 1.50451 0.67
O 4.44080 4.75840 1.60184 -0.57
O 2.40357 3.70671 2.59472 -0.53
C 0.86884 2.64196 -0.49789 0.27
N -0.31508 3.10564 0.17335 -0.45
C -1.41427 2.21520 0.00425 0.56
C -2.80600 2.66105 0.67352 -0.26
Br -3.35133 4.54996 0.36982 -0.14
C -3.63616 1.81141 1.45286 0.43
C -3.27628 0.27600 1.71441 -0.97
Br -5.28265 2.60783 2.22801 -0.14
C -1.31610 0.89405 -0.81378 -0.38
N -0.15543 0.37162 -1.45656 -0.37
C 0.92704 1.30042 -1.26712 0.35
H 5.03868 -4.28441 -2.26013 0.25
H 3.60989 -5.20867 -1.43705 0.26
H 5.34930 -5.79476 -1.13191 0.29
H 5.46876 -4.31671 0.71755 0.33
H 5.12636 -2.78828 -0.36246 0.23
H 2.06038 -0.54272 0.42294 0.20
H 3.83939 -0.55558 -0.12662 0.18
H 3.27602 -2.43964 -1.88049 -0.05
H 1.46840 -2.20754 -1.56034 0.28
H 3.42897 -0.49114 -3.25318 0.33
H 1.59985 -0.67933 -3.44548 0.32
H 4.53655 1.42776 -2.38937 0.26
H 4.42148 3.83485 -1.00786 0.50
H 4.87033 3.86221 1.61076 0.30
H 3.00150 2.92079 2.70677 0.28
H -3.50505 -0.37577 0.79913 0.20
H -3.93164 -0.09470 2.58673 0.30
H -2.17143 0.13752 2.00136 0.35
H -2.28152 0.26753 -0.90770 0.24
O -6.00049 -1.37390 2.92855 -0.54
C -6.70601 -1.28553 1.96381 0.69
O -6.47717 -1.92332 0.78245 -0.33
C -7.63826 -1.74967 -0.01744 -0.31
C -8.25697 -0.50863 0.55008 -0.30
O -7.83891 -0.53357 1.90708 -0.29
H -7.37199 -1.63951 -1.06988 0.29
H -8.28058 -2.62784 0.09653 0.27
H -7.87567 0.40244 0.07925 0.25
H -9.34577 -0.51535 0.47865 0.29
```

## Properties
* net charge: 0
* energy relative to the best compared isomer or geometry (same formula, charge and spin): 508.8 kJ/mol
* orbital gap: 7.215 eV
* DFT total energy: -181229.0348 eV